# 1
Computed, not measured: a cluster of 2 separate species, C16H27B2INO14P in total, with ωB97M-V/def2-TZVPD.

Geometry as ORCA input:
```
! wB97M-V def2-TZVPD RIJCOSX def2/J DEFGRID3
* xyz 0 1
C 2.850 -1.545 -0.869
C 1.610 -1.078 -1.623
C 0.240 -1.691 -1.348
I 0.270 -3.807 -1.101
C -0.409 -0.972 -0.124
O -1.187 -1.799 0.726
C -2.541 -1.839 0.354
C -3.221 -0.504 0.688
C -3.805 -0.450 2.108
C -3.139 -1.378 3.142
C -3.955 -2.625 3.486
O -4.719 -2.410 4.656
C -4.501 -3.360 5.680
N -2.201 0.592 0.492
P -2.869 2.372 0.193
O -2.200 3.033 1.486
O -4.426 2.175 0.527
C -1.227 0.243 -0.619
B -0.257 1.535 -0.904
O 0.588 1.830 0.103
O -0.419 2.354 -1.963
C -1.140 2.007 -3.136
H 2.658 -1.838 0.163
H 3.458 -0.642 -0.851
H 3.401 -2.328 -1.378
H 1.815 -1.110 -2.694
H 1.506 -0.030 -1.374
H -0.364 -1.548 -2.242
H 0.388 -0.585 0.509
H -2.649 -2.081 -0.706
H -3.017 -2.645 0.905
H -3.999 -0.344 -0.057
H -3.775 0.568 2.489
H -4.864 -0.697 2.029
H -2.128 -1.649 2.842
H -3.045 -0.827 4.077
H -3.304 -3.494 3.604
H -4.655 -2.852 2.674
H -4.760 -4.368 5.345
H -3.461 -3.349 6.015
H -5.143 -3.090 6.513
H -1.625 0.595 1.339
H -2.572 2.896 2.368
H -4.743 2.340 1.427
H -1.828 -0.072 -1.473
H 1.497 2.162 -0.106
H -0.874 2.737 -3.893
H -2.218 2.049 -2.966
H -0.862 1.015 -3.491
B 6.316 2.054 -2.540
O 4.989 1.359 -2.575
C 4.161 1.947 -1.769
O 3.014 1.616 -1.566
C 4.892 3.142 -1.093
O 4.400 3.881 -0.293
O 6.116 3.155 -1.571
O 7.374 1.139 -2.127
C 8.305 1.066 -3.076
O 9.297 0.406 -3.050
C 7.847 2.003 -4.236
O 8.424 2.193 -5.261
O 6.688 2.542 -3.864
*
```

Values from the calculation:
Largest force on an atom: 0.0187 hartree/bohr
E_HOMO: -0.322 Eh
E_tot: -65934.230 eV
LUMO level: -1.28 eV
Frontier orbital gap: 7.49 eV

***

# 2
Computed, not measured: a structure of composition C16H27BF13N2O20S5Zr2 at a distorted geometry, with ωB97M-V/def2-TZVPD.

Geometry as ORCA input:
```
! wB97M-V def2-TZVPD RIJCOSX def2/J DEFGRID3
* xyz 3 1
Zr 0.667 -5.286 -0.626
Zr -0.959 -2.402 -3.144
N -1.503 -1.390 -1.439
S -2.410 -0.187 -1.087
O -1.716 0.866 -0.348
O -3.798 -0.480 -0.996
F -2.256 0.489 -2.566
S -1.276 -1.876 0.224
O -0.527 -3.120 0.152
O -2.235 -1.796 1.287
F -0.143 -0.768 0.721
N 0.204 -1.037 -4.195
S 0.404 -0.583 -5.750
O 1.738 -0.722 -6.235
O -0.508 0.389 -6.391
F -0.139 -2.043 -6.176
S 1.169 0.425 -3.757
O 0.504 1.778 -3.799
O 2.644 0.313 -3.829
F 0.758 0.048 -2.225
B -2.833 -2.008 -4.342
H -3.018 -2.396 -3.353
H -2.452 -1.016 -4.161
H -2.042 -2.551 -4.836
H -3.728 -2.070 -4.942
O 2.670 -4.568 -0.100
C 3.218 -3.548 -0.977
C 2.134 -2.876 -1.935
O 0.824 -3.427 -2.038
H 3.897 -4.114 -1.614
H 3.667 -2.784 -0.342
H 2.390 -2.931 -2.993
H 2.051 -1.819 -1.681
C -1.804 3.923 -0.282
C -1.707 5.309 -0.877
O -0.535 5.428 -1.660
C -0.051 6.615 -2.077
O -0.660 7.665 -2.060
C 1.317 6.528 -2.906
F 2.202 5.853 -2.211
F 1.210 5.962 -4.094
F 1.886 7.744 -3.082
H -0.982 3.755 0.414
H -1.574 3.134 -0.999
H -2.757 3.692 0.194
H -1.768 5.966 -0.009
H -2.590 5.627 -1.432
C -4.145 -0.647 3.326
C -3.215 -0.894 4.521
O -2.323 0.240 4.462
C -1.122 0.044 3.879
O -0.626 -0.994 3.517
C -0.333 1.350 3.777
F -0.425 1.936 2.564
F -0.803 2.340 4.607
F 0.975 1.087 4.062
H -5.182 -0.596 3.656
H -4.127 -1.505 2.654
H -4.019 0.312 2.822
H -2.778 -1.881 4.366
H -3.863 -0.882 5.398
C 2.581 -2.556 4.804
C 2.134 -3.081 3.485
O 0.875 -3.682 3.865
C 0.094 -4.376 3.013
O 0.488 -4.634 1.902
C -1.213 -4.807 3.684
F -1.648 -4.006 4.613
F -2.052 -4.764 2.706
F -1.193 -6.109 4.283
H 3.532 -2.023 4.778
H 2.861 -3.390 5.447
H 1.847 -1.880 5.242
H 2.841 -3.808 3.085
H 2.082 -2.261 2.769
C 1.855 3.307 -0.705
C 3.319 2.931 -1.059
O 3.799 2.049 -0.101
S 2.668 1.448 0.940
O 3.200 1.828 2.239
O 2.461 -0.005 0.640
O 1.444 2.407 0.306
H 1.185 3.038 -1.521
H 1.746 4.374 -0.511
H 3.925 3.820 -0.884
H 3.572 2.563 -2.054
*
```

Values from the calculation:
Largest force on an atom: 0.2307 hartree/bohr
E_HOMO: -0.583 Eh
E_tot: -153655.583 eV
LUMO level: -14.71 eV
Frontier orbital gap: 1.17 eV

***

# 3
Computed, not measured: a structure of composition C16H27ClIO2P2Pd at a distorted geometry, with ωB97M-V/def2-TZVPD.

Geometry as ORCA input:
```
! wB97M-V def2-TZVPD RIJCOSX def2/J DEFGRID3
* xyz 3 5
C 3.345 -1.966 -1.760
C 2.771 -1.269 -0.586
H 4.358 -2.308 -1.531
H 3.346 -1.283 -2.625
H 2.697 -2.816 -2.023
O 3.333 -1.121 0.486
I -1.193 -0.560 -2.825
Pd 0.870 -0.574 -1.004
P -0.160 -2.349 0.240
C -0.769 -1.913 1.892
C -1.686 -2.918 -0.578
H -1.972 -3.909 -0.197
H 0.281 -4.505 1.167
H -1.507 -2.964 -1.663
H 0.994 -4.349 -0.472
H -1.617 -1.225 1.779
H -2.473 -2.179 -0.385
C 0.837 -3.841 0.489
H -1.109 -2.834 2.385
H 1.811 -3.602 0.934
H 0.009 -1.436 2.499
P 1.535 1.676 -1.482
C 2.003 2.813 -0.139
C 2.968 1.741 -2.594
H -0.261 2.003 -3.082
H 0.700 3.507 -2.818
H -0.505 2.966 -1.597
C 0.241 2.634 -2.332
H 2.685 1.329 -3.571
H 3.269 2.793 -2.708
H 2.697 3.566 -0.534
H 2.484 2.276 0.683
H 3.808 1.165 -2.186
H 1.102 3.309 0.240
C 1.331 0.034 0.854
O 1.557 0.362 1.947
Cl -1.664 2.269 1.875
C -3.082 1.313 1.793
C -3.840 1.117 2.934
C -5.008 0.339 2.903
C -5.397 -0.259 1.698
C -4.683 -0.058 0.531
C -3.491 0.747 0.525
C -2.809 0.988 -0.650
H -3.534 1.613 3.854
H -5.601 0.239 3.814
H -6.306 -0.852 1.680
H -5.004 -0.499 -0.417
H -1.805 1.393 -0.624
H -3.257 0.724 -1.607
*
```

Values from the calculation:
Largest force on an atom: 0.1260 hartree/bohr
E_HOMO (alpha / beta): -0.634 / -0.691 Eh
E_tot: -63773.785 eV
LUMO level (alpha / beta): -10.52 / -13.37 eV
Frontier orbital gap (alpha / beta): 6.74 / 5.42 eV

***

# 4
Computed, not measured: a structure of composition C16H27N3O3S at a distorted geometry, with ωB97M-V/def2-TZVPD.

Geometry as ORCA input:
```
! wB97M-V def2-TZVPD RIJCOSX def2/J DEFGRID3
* xyz 0 1
C -6.806 -0.171 -0.279
C -6.174 -1.386 -0.231
C -4.930 -1.673 -0.997
H -5.073 -2.828 -1.342
H -4.844 -1.262 -1.943
S -3.678 -1.798 0.196
C -3.386 -0.152 0.225
N -3.849 0.880 -0.851
N -3.279 2.059 -0.535
C -2.328 1.770 0.487
C -1.501 2.980 1.149
H -1.768 3.864 0.622
H -1.604 2.605 2.094
C 0.038 2.479 0.900
C 0.349 2.471 -0.751
C 1.708 1.981 -0.809
H 2.084 2.169 -1.892
H 2.444 2.419 -0.156
C 2.021 0.597 -0.913
N 3.228 0.095 -1.025
C 4.081 -0.319 -0.259
O 3.711 -0.345 1.150
O 5.334 -0.413 -0.659
C 6.373 -0.956 0.272
C 6.091 -2.196 0.462
H 5.902 -3.044 -0.092
H 6.964 -2.942 1.239
H 5.297 -2.107 1.362
C 6.692 -0.026 1.302
H 7.680 -0.359 1.815
H 5.945 0.221 1.826
H 6.949 0.956 0.619
C 7.631 -1.097 -0.865
H 7.319 -1.963 -1.699
H 7.785 -0.238 -1.331
H 8.526 -1.294 -0.332
H 3.661 0.217 -2.235
H 1.700 0.160 0.428
H 1.204 0.057 -1.531
H -0.468 2.024 -1.109
H 0.331 3.450 -0.780
H 0.530 3.129 1.669
H 0.082 1.332 1.252
O -2.408 0.366 0.897
C -6.984 -2.369 0.609
H -7.558 -2.113 1.248
H -6.020 -2.886 1.407
H -7.085 -3.436 0.140
H -7.716 0.211 0.072
H -6.549 0.634 -0.961
*
```

Values from the calculation:
Largest force on an atom: 0.3268 hartree/bohr
E_HOMO: -0.287 Eh
E_tot: -38459.973 eV
LUMO level: 0.38 eV
Frontier orbital gap: 8.18 eV

***

# 5
Computed, not measured: a cluster of 5 separate species, C16H27N4O8 in total at a distorted geometry, with ωB97M-V/def2-TZVPD.

Geometry as ORCA input:
```
! wB97M-V def2-TZVPD RIJCOSX def2/J DEFGRID3
* xyz -1 1
C 34.708 0.808 49.702
O 34.953 0.981 48.489
O 33.412 1.023 49.951
O 35.472 0.336 50.590
H 33.179 1.471 49.093
C 35.498 4.440 46.675
C 36.013 5.929 46.265
C 37.507 6.118 45.988
C 38.374 4.898 45.935
C 37.831 3.509 46.415
C 36.323 3.366 46.603
N 39.752 5.219 45.622
O 40.077 6.450 45.844
O 40.484 4.283 45.715
H 34.383 4.322 47.106
H 35.403 6.869 46.267
H 38.025 6.989 45.681
H 38.505 2.707 46.451
H 35.821 2.395 46.725
C 38.704 1.218 48.862
O 38.837 2.219 49.580
N 39.635 0.891 47.878
C 39.479 -0.299 46.990
C 40.916 1.540 47.754
H 37.693 0.654 48.871
H 38.683 -0.062 46.209
H 38.949 -1.141 47.643
H 40.426 -0.842 46.736
H 41.678 0.954 48.232
H 41.200 2.438 48.286
H 41.207 1.534 46.699
C 37.121 -3.687 47.260
O 38.045 -4.526 47.105
N 36.065 -3.971 47.958
C 34.976 -2.922 48.200
C 35.824 -5.247 48.771
H 37.021 -2.543 46.911
H 34.365 -2.764 47.201
H 35.591 -1.820 48.231
H 34.369 -3.041 48.993
H 36.689 -6.164 48.522
H 34.902 -5.720 48.420
H 35.838 -5.160 49.766
C 35.512 1.692 54.109
O 35.616 1.095 55.174
N 35.663 3.037 53.940
C 35.820 3.577 52.572
C 35.764 3.954 55.137
H 35.300 1.129 53.176
H 35.908 4.535 52.619
H 34.943 3.482 52.335
H 36.616 3.239 51.774
H 34.920 4.493 55.116
H 36.775 4.626 54.966
H 36.109 3.570 56.257
*
```

Values from the calculation:
Largest force on an atom: 0.2003 hartree/bohr
E_HOMO: -0.195 Eh
E_tot: -39360.682 eV
LUMO level: 0.99 eV
Frontier orbital gap: 6.28 eV

***

# 6
Computed, not measured: a structure of composition C16H28Al2Cl2F3InMgN3O16P2 at a distorted geometry, with ωB97M-V/def2-TZVPD.

Geometry as ORCA input:
```
! wB97M-V def2-TZVPD RIJCOSX def2/J DEFGRID3
* xyz 1 1
O 0.023 -1.004 4.404
C -0.755 -0.607 3.392
O -1.032 0.781 2.991
C -1.444 -1.800 2.445
C -0.278 -2.139 1.296
C -0.834 -3.124 0.109
In 0.365 -3.044 -1.810
O -0.568 -1.843 -3.280
P 2.769 -2.285 -1.550
O 3.270 -1.650 -3.128
Cl 2.817 -0.668 -0.161
H -0.226 1.040 2.418
H -2.431 -1.427 1.909
H -1.668 -2.775 3.053
H 0.055 -1.067 0.892
H 0.630 -2.603 1.910
H -1.983 -2.855 -0.061
H -0.808 -4.239 0.532
H 0.425 -4.724 -2.504
H -1.407 -1.497 -2.811
H 2.683 -0.838 -3.322
Al 5.244 -2.448 -4.036
C -4.777 -0.785 2.900
O -4.492 -1.062 1.637
H -3.933 -0.530 3.564
H -5.452 0.066 3.092
H -5.271 -1.575 3.492
C -6.548 0.896 -5.121
C -5.069 0.916 -5.460
O -4.357 1.775 -4.556
C -4.012 1.227 -3.347
O -4.280 0.075 -3.016
C -3.219 2.230 -2.509
F -3.764 3.480 -2.528
F -1.937 2.368 -2.953
F -3.131 1.876 -1.196
H -6.952 1.913 -5.102
H -7.106 0.308 -5.854
H -6.720 0.466 -4.129
H -4.929 1.326 -6.465
H -4.641 -0.093 -5.461
Cl -3.904 0.568 -7.234
N 0.814 -7.260 -0.973
H -0.069 -6.784 -0.752
H 1.596 -6.740 -0.558
H 0.795 -8.212 -0.589
H 0.934 -7.303 -1.991
C 3.638 3.877 -0.509
C 3.065 3.290 0.555
C 3.930 3.336 1.811
O 3.573 2.922 2.918
C 5.298 3.909 1.702
C 5.876 4.485 0.634
C 4.969 4.535 -0.593
O 5.268 5.083 -1.659
O 7.044 4.975 0.542
O 1.928 2.730 0.624
H 3.094 3.904 -1.447
H 5.863 3.836 2.624
Mg 3.403 1.194 4.086
C 3.018 0.245 8.786
O 3.943 0.871 8.292
N 1.834 0.088 8.168
N 3.101 -0.345 9.993
H 1.060 -0.424 8.558
H 1.729 0.516 7.257
H 3.976 -0.251 10.492
H 2.350 -0.864 10.416
O 3.040 3.188 -5.302
P 2.528 1.773 -5.618
O 2.320 0.998 -4.307
O 3.560 1.038 -6.490
O 1.193 1.867 -6.375
Al -5.026 4.898 -2.734
*
```

Values from the calculation:
Largest force on an atom: 0.1538 hartree/bohr
E_HOMO: -0.303 Eh
E_tot: -129834.560 eV
LUMO level: -6.91 eV
Frontier orbital gap: 1.35 eV